1.
Computed, not measured: C7H10S in the gas phase, with ωB97M-V/def2-TZVPD.

The electronic energy is -18253.8804 eV. As for the LUMO energy: 0.886 eV. The molar mass is 126.22 g/mol. Its highest occupied orbital energy is -8.5 eV. For the gap between HOMO and LUMO, the calculation gives 9.421 eV. As for the multiplicity: 1. The value obtained for the energy relative to the best compared isomer or geometry (same formula, charge and spin) is 225.3 kJ/mol. As for the net charge: 0.

Element x y z (Å)
H  -0.68892  -1.11145  -1.40256
C  0.35699  1.26851  0.88142
C  -1.05243  -0.41139  -0.63648
C  1.41489  -0.82844  0.04513
H  -1.79891  1.34355  -1.71302
C  -1.18154  1.07401  -0.93572
C  0.23409  -0.20334  0.61902
H  0.88400  -2.84081  -0.43402
H  2.63673  -2.25350  -0.85238
H  -0.04330  1.46259  1.89442
H  1.29827  1.72001  0.61617
S  -2.45848  -1.12459  0.25605
C  -0.47381  1.90774  -0.16897
H  -2.45905  -0.05152  1.07275
H  -0.39000  2.95434  -0.40893
C  1.63418  -2.03236  -0.46770
H  -0.14202  -0.73187  1.59394
H  2.22932  -0.14149  0.04089

=====

2.
Computed, not measured: a molecular structure, C44H28BrCl4N4O4S3Tl, with ωB97M-V/def2-TZVPD.

The electronic energy is -217565.3430 eV. As for the LUMO energy: -0.581 eV. The molar mass is 1199.03 g/mol. Its highest occupied orbital energy is -6.8 eV. For the gap between HOMO and LUMO, the calculation gives 6.266 eV. As for the multiplicity: 1. The value obtained for the energy relative to the best compared isomer or geometry (same formula, charge and spin) is 0.0 kJ/mol. As for the net charge: 0.

Element x y z (Å)
C  -1.22109  -3.02514  -2.20960
Br  -2.20691  -1.65579  6.32585
H  -2.43562  -3.25239  1.34435
O  1.48384  0.18028  -1.47451
C  -0.79367  6.85302  -2.32415
C  2.89700  -3.78552  -0.60625
C  1.59234  -2.96698  6.22456
C  -0.10750  1.45691  -4.49046
C  -0.72628  6.48132  -4.60158
N  -0.13353  -2.21893  -2.21021
C  -2.18001  0.11742  1.95359
H  0.73594  -1.29106  2.33064
H  3.44993  -4.72314  -0.55492
H  0.23888  -4.67390  -0.84338
C  1.63579  -1.86353  7.01779
C  0.72379  -2.31651  -3.19298
C  -3.47860  -4.66837  -2.10701
H  1.31165  -3.26085  -5.04651
C  -0.10363  4.66277  -1.21690
H  1.53812  5.72914  2.35633
C  0.00878  0.89676  -3.21948
H  1.91558  1.82739  5.02536
H  -0.78791  6.61872  -5.66900
H  1.12070  -5.92310  0.09816
C  1.33781  4.67269  2.22706
H  1.98738  4.12666  4.16763
C  -2.27633  0.95210  3.10119
H  -2.32026  1.08669  5.22688
C  -1.46079  -3.97575  -3.21973
S  1.43949  -2.55658  4.57336
Cl  3.67297  2.17374  -5.58877
N  -0.08743  2.43035  -0.34410
C  1.33319  2.39246  3.03867
C  0.77713  4.23236  0.98154
H  -4.36811  -5.28216  -2.05734
H  1.71934  -1.90280  8.09358
O  1.02705  -2.40149  0.61691
C  -2.21875  -1.80373  3.48982
C  2.27588  1.68536  -4.69835
C  -0.98025  7.39372  -3.62124
C  0.57223  -3.23288  -4.25822
C  1.43256  -0.86932  4.92636
C  -2.16585  -2.22067  1.09472
C  1.00959  1.85664  -5.22958
H  -2.78603  -5.52823  -3.93288
S  1.72868  -3.71468  0.75099
N  0.67651  0.59611  1.59023
C  -2.28444  0.43061  4.36655
H  3.57128  -2.94122  -0.47424
H  -2.30126  2.02217  2.93769
C  1.53967  -0.66030  6.27242
C  0.51035  2.87219  0.77535
O  -2.08770  0.63677  0.77871
C  0.59764  -4.96752  0.14231
C  1.58523  3.79537  3.21824
C  1.55266  1.46880  4.06952
C  0.89318  -0.24957  2.57268
H  1.63496  -4.00218  6.52174
C  2.41752  1.11881  -3.42815
H  2.36303  -3.68992  -1.54994
H  1.58085  -1.65511  -3.15120
Tl  -0.44488  -0.11283  -0.55416
H  -1.29514  8.40810  -3.81628
S  -0.26503  4.96863  -3.96547
O  -1.06023  0.56859  -2.52399
N  -1.88492  -1.94526  -0.13435
C  -2.23920  -0.96018  4.56320
C  -0.40642  5.54155  -2.35102
H  -3.98046  -3.58145  -0.30868
C  -3.24688  -3.71344  -1.09361
C  1.31972  0.72456  -2.66699
C  -2.60768  -4.80397  -3.14801
Cl  3.98889  0.86647  -2.74431
H  1.52906  0.32090  6.72483
H  -0.93978  2.88368  -2.13861
C  1.30220  0.13281  3.86445
H  -0.67023  -4.76810  -5.06945
C  0.84679  1.91793  1.81083
C  0.48263  5.12409  -0.06231
H  -2.20964  -2.87728  3.63849
C  -2.17925  -1.28794  2.17839
C  -2.13065  -2.91638  -1.11748
H  -0.96517  7.39882  -1.40686
H  0.73582  6.17250  0.04302
H  -0.23113  -5.03608  0.84400
C  -0.51516  -4.05428  -4.26925
Cl  0.80127  2.58380  -6.78329
Cl  -1.70524  1.67185  -5.11822
C  -0.40580  3.28488  -1.28504

=====

3.
Computed, not measured: a molecular structure, C4H7O2P, with ωB97M-V/def2-TZVPD.

The electronic energy is -17643.9877 eV. As for the LUMO energy: -0.094 eV. The molar mass is 118.07 g/mol. Its highest occupied orbital energy is -10.2 eV. For the gap between HOMO and LUMO, the calculation gives 10.084 eV. As for the multiplicity: 1. The value obtained for the energy relative to the best compared isomer or geometry (same formula, charge and spin) is 152.2 kJ/mol. As for the net charge: 0.

Element x y z (Å)
H  1.87622  -0.80290  -0.89997
H  1.10485  1.51192  -0.89161
C  0.97365  0.77472  -0.03491
O  -2.48281  -0.34021  0.90866
O  -1.64270  1.19248  -0.92648
H  -0.18387  -1.35446  -1.77020
C  0.25834  1.32179  0.97916
C  1.05720  -0.80417  -0.14584
H  -0.55739  -2.06503  -0.15062
P  -1.42826  0.03579  -0.08827
H  1.45477  -1.28886  0.85544
H  -0.01661  0.63634  1.81795
H  -0.12095  2.36276  1.06757
C  -0.29245  -1.18016  -0.72088

=====

4.
Computed, not measured: C13H23N3O3 in the gas phase, with ωB97M-V/def2-TZVPD.

The electronic energy is -24468.8751 eV. As for the LUMO energy: 0.729 eV. The molar mass is 269.34 g/mol. Its highest occupied orbital energy is -8.5 eV. For the gap between HOMO and LUMO, the calculation gives 9.245 eV. As for the multiplicity: 1. The value obtained for the energy relative to the best compared isomer or geometry (same formula, charge and spin) is 0.0 kJ/mol. As for the net charge: 0.

Element x y z (Å)
O  1.31611  3.39599  0.50235
H  3.37108  -2.74529  0.77658
C  2.67394  0.58319  0.20150
H  2.60145  1.47300  0.82687
H  0.50191  -0.90625  -1.82638
H  1.53834  2.03983  -1.70224
H  1.85574  -2.89899  -1.23115
C  3.05711  -0.62317  1.05122
C  -1.00621  -0.50509  1.44302
H  -3.28364  -2.12638  -1.46549
H  2.23073  -0.61431  -2.11688
N  -1.18995  0.77651  0.89788
H  2.28538  -0.77403  1.80701
C  -0.31496  1.87161  1.23072
H  -4.72137  -1.52884  0.48582
H  -3.30737  -0.47345  -2.10407
H  -2.07276  -2.25758  1.14099
H  3.94943  -1.74376  -0.56118
H  1.03525  -2.22506  0.19096
C  -2.22590  0.81974  0.02092
C  1.81615  -2.04682  -0.54925
N  -1.94955  -1.29452  0.88166
C  0.30283  2.54903  -0.00068
O  -0.17917  -0.80811  2.26022
H  -4.27514  -0.18951  1.55446
H  1.71825  3.87042  -0.23341
H  -0.46780  3.15677  -0.49850
O  -2.60644  1.77676  -0.60758
C  -2.83653  -0.58811  -0.01149
H  -1.76511  -1.26786  -1.75896
H  -0.86051  2.62634  1.80481
C  1.46971  -0.78237  -1.33009
C  -2.79558  -1.15513  -1.43007
H  3.45357  0.76390  -0.56481
H  -4.85673  0.14449  -0.08050
H  4.00854  -0.43344  1.55075
N  1.38395  0.34426  -0.42330
C  3.14683  -1.86508  0.17188
H  0.48191  1.45575  1.84958
H  -0.03321  1.21964  -1.64537
C  0.81896  1.52623  -1.03263
C  -4.26923  -0.54031  0.52484

=====

5.
Computed, not measured: C19H28N4O in the gas phase, with ωB97M-V/def2-TZVPD.

The electronic energy is -28166.8726 eV. As for the LUMO energy: 0.754 eV. The molar mass is 328.46 g/mol. Its highest occupied orbital energy is -7.7 eV. For the gap between HOMO and LUMO, the calculation gives 8.501 eV. As for the multiplicity: 1. The value obtained for the energy relative to the best compared isomer or geometry (same formula, charge and spin) is 0.0 kJ/mol. As for the net charge: 0.

Element x y z (Å)
C  3.66653  -4.02795  -4.28559
H  -0.21417  1.83463  3.78445
C  -0.35319  3.19263  2.11420
N  -1.08513  -1.46254  1.01850
N  2.41712  -1.92185  -2.41937
H  5.26538  -3.47225  -5.63157
C  3.14339  -3.01330  -2.05087
C  -0.92901  4.35470  2.91589
H  -3.94973  -0.01633  1.76029
O  2.94156  -3.68084  -1.06213
H  -0.75289  1.31129  -2.42137
H  1.20599  0.15026  -3.33958
C  0.75459  -1.84547  -0.62893
C  -2.83231  1.45405  -0.19881
H  -3.78097  1.12637  -0.63536
C  -2.42744  4.14090  3.09870
H  -0.44574  4.39666  3.89497
H  -3.24117  -1.46438  2.50917
C  -2.01659  -0.55207  1.06960
C  -0.35249  -1.18951  -0.10606
C  -2.52580  0.38385  3.33887
H  3.15653  -4.94018  -3.97076
H  4.77145  -2.42234  -3.34200
H  -0.31419  1.03790  2.20096
H  4.32691  -4.86963  -6.16141
H  2.70226  -1.45704  -3.27009
H  1.16936  -2.71024  -0.14282
C  -2.68992  2.78225  3.74392
H  0.73125  3.28199  2.03273
C  4.75531  -4.37254  -5.29438
H  -0.77186  3.20086  1.10704
C  -3.03150  -0.45653  2.15038
H  -3.01817  1.95997  0.74931
C  -0.89750  -0.05080  -0.74790
H  -2.35264  2.14517  -0.89012
H  -2.92034  4.17421  2.12503
H  -2.85367  4.92715  3.72428
C  1.30005  -1.34228  -1.79820
N  -1.95992  0.33697  0.02911
C  0.75164  -0.21171  -2.42713
H  -1.68305  -0.14071  3.80569
N  -2.14131  1.72345  2.91522
C  -0.34693  0.44629  -1.91764
H  -3.76805  2.62453  3.83703
C  -0.69968  1.87082  2.79146
C  4.24707  -3.33484  -3.04873
H  -2.25200  2.77220  4.75908
H  5.49208  -5.03571  -4.84754
H  -3.33116  0.44486  4.07601
H  4.95650  -4.00318  -2.55977
H  -0.74018  5.30114  2.40591
H  2.92372  -3.38090  -4.75965

=====

6.
Computed, not measured: 2 unconnected molecules or ions with the total composition H4N3O3S, with ωB97M-V/def2-TZVPD.

The electronic energy is -21513.4734 eV. As for the LUMO energy: 4.267 eV. The molar mass is 126.12 g/mol. Its highest occupied orbital energy is -5.3 eV. For the gap between HOMO and LUMO, the calculation gives 9.613 eV. As for the multiplicity: 1. The value obtained for the energy relative to the best compared isomer or geometry (same formula, charge and spin) is 0.0 kJ/mol. As for the net charge: -1.

Element x y z (Å)
H  0.25373  -1.54189  0.79069
N  -1.34487  1.16554  -0.94782
O  1.27330  0.04322  1.31207
H  -0.70035  -1.47136  -0.52769
H  -0.48510  1.08675  -1.65493
S  0.85934  1.10656  0.34976
O  1.43880  0.83417  -0.98081
N  -0.30838  -2.06094  0.14474
N  -0.87531  1.00238  0.17931
H  -1.03359  -2.67970  0.55416
O  0.92242  2.51526  0.78051

=====

7.
Computed, not measured: C13H21N5S in the gas phase, with ωB97M-V/def2-TZVPD.

The electronic energy is -32108.2751 eV. As for the LUMO energy: 0.611 eV. The molar mass is 279.41 g/mol. Its highest occupied orbital energy is -7.9 eV. For the gap between HOMO and LUMO, the calculation gives 8.526 eV. As for the multiplicity: 1. The value obtained for the energy relative to the best compared isomer or geometry (same formula, charge and spin) is 0.0 kJ/mol. As for the net charge: 0.

Element x y z (Å)
H  -2.61096  -1.01261  -4.62964
H  4.41784  -1.04006  5.71898
C  -0.02355  -1.27872  1.55313
H  -0.21731  -0.56291  -5.13720
H  -0.52601  0.43044  -7.39441
H  0.38546  1.75593  1.32613
H  1.56317  -1.86220  2.87530
H  -2.12072  1.02500  -6.92931
C  1.69287  0.30610  4.44244
N  -1.29461  1.08964  -0.89434
C  1.21962  -0.94955  2.37625
H  -1.82602  -0.71024  -7.04494
C  3.80280  -0.15038  5.59510
C  -1.73630  -0.06766  -2.93376
C  -2.16332  -0.05090  -4.36805
N  2.86428  -0.37425  4.52298
C  -0.30565  0.82460  3.14661
N  0.90491  0.06113  3.36829
H  -0.51469  1.17177  -5.02126
C  -0.96848  0.21538  -5.29153
C  -1.38583  0.24179  -6.75594
H  -1.17913  0.27027  3.50934
N  -0.88972  -1.24997  -1.04215
S  1.22023  1.34814  5.64187
H  4.44659  0.71324  5.40199
N  -0.51553  -0.08880  0.90865
H  -0.79315  -1.70799  2.20700
C  -1.29561  -1.22311  -2.29606
H  -1.37427  1.71249  1.48982
H  -0.23018  1.74670  3.72760
H  -1.27213  -2.17612  -2.81214
C  -0.45907  1.14283  1.66715
H  -2.91311  0.72925  -4.51880
H  2.01137  -0.59444  1.69939
H  3.24294  0.03910  6.50938
C  -0.90736  -0.08494  -0.37960
H  0.21190  -2.00813  0.77627
H  3.25658  -0.75145  3.67452
H  -2.01650  2.04011  -2.54113
C  -1.70136  1.08050  -2.14793

=====

8.
Computed, not measured: C7H12 in the gas phase, with ωB97M-V/def2-TZVPD.

The electronic energy is -7446.2842 eV. As for the LUMO energy: -2.259 eV. The molar mass is 96.17 g/mol. Its highest occupied orbital energy is -5.6 eV. For the gap between HOMO and LUMO, the calculation gives 3.302 eV. As for the multiplicity: 1. The value obtained for the energy relative to the best compared isomer or geometry (same formula, charge and spin) is 689.6 kJ/mol. As for the net charge: 0.

Element x y z (Å)
C  2.27782  0.68154  0.03121
C  -1.67560  -0.25900  -0.16168
H  2.69920  0.68531  -0.97176
C  -2.74079  -0.54552  0.68188
C  -1.81014  -0.42129  -1.52396
C  2.28561  -0.57386  0.72973
H  2.62029  1.60357  0.49666
H  2.47506  -0.65698  1.78812
H  -3.57301  -1.17127  0.39790
C  -0.33441  0.00075  0.40593
H  -2.68806  -0.95908  -1.86360
H  2.73941  -1.37897  0.15640
H  -0.36000  0.26749  1.46651
H  -2.69988  -0.12071  1.67512
C  0.62399  0.94859  -0.33102
H  -1.09238  -0.12819  -2.27468
H  0.49634  1.03876  -1.40414
H  0.47619  1.90255  0.17309
H  0.28039  -0.91368  0.52830